116
Properties=species:S:1:pos:R:3 method="wB97M-V/def2-TZVPD" lumo_ha=-0.005 e_above_lowest_kj_mol=437.2 homo_energy_ev=-8.50 total_energy_ha=-2335.28400 spin_multiplicity=1
C 0.3203 -0.3073 0.0800
O 1.0544 -1.4979 -0.2560
H 0.7756 0.5643 -0.3290
H 0.2302 -0.0748 1.1120
H -0.7502 -0.4151 -0.2005
H 0.6701 -2.3015 0.0338
C -1.1853 -3.6567 -0.6680
O -0.8621 -3.2990 0.7287
H -0.6506 -3.0336 -1.3638
H -2.2716 -3.5289 -0.7666
H -0.9325 -4.6701 -0.9291
H -1.3643 -3.9820 1.2218
C 2.1200 -4.1580 -0.9119
O 1.8386 -5.4039 -1.5490
H 3.1448 -4.2313 -0.5704
H 1.5920 -4.0411 0.0604
H 2.1526 -3.2565 -1.5174
H 1.6537 -6.0569 -0.9235
C 2.6798 -0.0399 2.6721
O 1.7243 0.0927 3.7001
H 3.5310 -0.8033 2.7564
H 3.2756 0.7972 2.5620
H 2.3065 -0.2610 1.6924
H 1.3234 0.9808 3.5604
C 1.5586 -3.3169 3.3626
O 2.8826 -2.9763 3.6316
N 0.7652 -2.4579 2.9089
N 0.9460 -4.4901 3.4544
H 1.0392 -1.4897 3.0313
H -0.0148 -2.7425 2.2212
H 1.3003 -5.3454 3.9574
H 0.0738 -4.7773 2.9958
C 5.4112 -2.7542 1.0342
O 6.4625 -2.7756 0.1120
N 4.1764 -2.4636 0.7072
N 5.4249 -3.2846 2.2216
H 4.1125 -1.7623 -0.0105
H 3.3536 -2.9009 1.0861
H 6.4142 -3.2978 2.5474
H 4.6240 -3.1058 2.8092
C 3.8230 0.5243 -1.0007
O 2.9507 1.3641 -0.3456
N 3.4916 -0.7410 -1.1525
N 4.9757 0.8143 -1.4907
H 2.5332 -0.9457 -0.9178
H 4.0405 -1.4336 -1.7685
H 5.2615 1.7450 -1.3135
H 5.7806 0.1533 -1.7506
C 0.8645 3.1926 2.3710
O 0.2932 2.0273 2.8797
N 0.4436 4.3220 2.8276
N 1.7379 3.2495 1.4210
H -0.3728 4.2725 3.3828
H 0.7167 5.2416 2.4320
H 2.2013 2.4710 1.1153
H 1.7847 3.9899 0.7207
C -1.8939 4.4853 0.3126
C -2.8120 3.2494 0.3854
C -2.1760 1.8694 0.3580
O -3.6260 3.2674 1.3273
H -0.9616 4.2262 -0.3153
H -1.5697 4.8796 1.2232
H -2.3486 5.2919 -0.1386
H -3.5685 3.3309 -0.4704
H -1.3492 1.7939 -0.3378
H -2.8281 1.0356 -0.0085
H -1.8843 1.6191 1.3346
H -3.0151 3.4278 2.0728
C -5.6155 -0.3210 -2.1232
C -4.4375 -0.9592 -2.7133
C -3.5503 -1.5370 -1.6851
O -4.6814 -1.9550 -3.3858
H -5.3630 0.4958 -1.4717
H -6.2001 -0.9638 -1.4033
H -6.2680 0.0023 -2.9115
H -3.8652 -0.2895 -3.3881
H -2.7267 -2.0533 -2.1274
H -4.0731 -2.0846 -0.9896
H -3.0165 -0.8170 -1.1141
H -3.9172 -2.3589 -3.7302
C 1.2964 3.4351 -1.8793
C 1.7696 4.9070 -1.6541
C 0.7876 5.9622 -2.2094
O 1.9939 5.2891 -0.5011
H 0.9426 2.8564 -1.0203
H 2.0909 2.7781 -2.2614
H 0.7271 3.4873 -2.8596
H 2.6976 4.9423 -2.2039
H 1.2091 7.0042 -2.1250
H -0.1396 5.8548 -1.7019
H 0.6358 5.8576 -3.2742
H 2.4577 6.1625 -0.7057
C 1.1292 -0.5426 -3.8175
C -0.3288 -0.7222 -3.3805
C -0.8713 0.5858 -3.0189
O -1.0440 -1.3157 -4.1953
H 1.3241 0.1872 -4.5671
H 1.7799 -1.4221 -4.1404
H 1.7091 -0.2099 -2.9773
H -0.1850 -1.2488 -2.5099
H -1.5894 0.3836 -2.2841
H -1.4643 1.0556 -3.7751
H -0.0177 1.2541 -2.6692
H -1.6743 -1.9459 -3.8903
C -4.5973 -0.6287 3.6601
C -3.9210 -0.4169 2.2293
C -2.4723 -0.9543 2.2757
O -4.4963 -0.8460 1.1796
H -5.0890 -1.5953 3.7545
H -5.2954 0.1404 3.9778
H -3.7898 -0.5754 4.4299
H -3.9029 0.6742 1.9949
H -1.7065 -0.4367 2.8662
H -1.9735 -0.9774 1.2765
H -2.4519 -2.0217 2.6242
H -5.2250 -0.3155 0.9771

12
Properties=species:S:1:pos:R:3 method="wB97M-V/def2-TZVPD" lumo_ha=0.037 e_above_lowest_kj_mol=44.3 homo_energy_ev=-9.01 total_energy_ha=-554.40100 spin_multiplicity=1
C -0.9462 -0.9442 1.0971
C 0.2251 -1.8012 1.5456
S 0.4225 -1.7142 3.3557
H -0.7006 -0.2020 0.3445
H -1.3620 -0.2600 1.8554
H -1.7837 -1.5673 0.7932
H 0.1286 -2.8207 1.1761
H 1.1591 -1.4596 1.0819
H 1.7591 -1.7803 3.4096
H 0.4224 3.8320 -5.5985
H 0.6774 4.4737 -4.2270
O -0.0018 4.2437 -4.8336

51
Properties=species:S:1:pos:R:3 method="wB97M-V/def2-TZVPD" lumo_ha="-0.086 / -0.136" charge=+1 homo_energy_ev="-10.86 / -10.78" total_energy_ha=-3515.87961 spin_multiplicity=2
Cu 0.8478 -0.0001 0.5827
C 0.1800 -1.2532 3.2620
N 0.7739 0.0000 2.7613
C 0.1758 1.2510 3.2625
C -0.5111 1.9900 2.1554
N -0.3126 1.7153 0.8944
C -1.0492 2.6635 0.1795
C -1.1764 2.8681 -1.1921
C -1.9667 3.9190 -1.6078
C -2.6207 4.7556 -0.6876
C -2.4979 4.5671 0.6738
C -1.6969 3.5062 1.0780
N -1.3343 3.0445 2.3403
C -0.5091 -1.9912 2.1556
N -0.3129 -1.7153 0.8945
C -1.0509 -2.6627 0.1801
C -1.1805 -2.8661 -1.1914
C -1.9717 -3.9165 -1.6068
C -2.6241 -4.7539 -0.6861
C -2.4989 -4.5668 0.6752
C -1.6970 -3.5062 1.0790
N -1.3321 -3.0458 2.3410
H 0.9736 -1.8865 3.6637
H -0.5124 -1.0583 4.0840
H 1.7653 0.0015 2.9598
H -0.5189 1.0528 4.0816
H 0.9667 1.8851 3.6683
H -0.6615 2.2404 -1.9055
H -2.0839 4.1137 -2.6649
H -3.2284 5.5715 -1.0537
H -2.9968 5.2133 1.3829
H -1.5991 3.4432 3.2247
H -0.6670 -2.2377 -1.9053
H -2.0909 -4.1102 -2.6638
H -3.2325 -5.5694 -1.0518
H -2.9965 -5.2135 1.3846
H -1.5953 -3.4453 3.2255
F 5.5081 -1.0827 -1.4647
C 5.0856 -0.0005 -2.1312
F 5.5084 1.0815 -1.4646
F 5.6975 -0.0005 -3.3251
C 3.5849 -0.0003 -2.2893
C 3.0069 -0.0001 -3.5370
C 1.6176 0.0001 -3.6727
C 0.8607 0.0001 -2.5279
N 1.4210 0.0000 -1.3129
C 2.7562 -0.0003 -1.1527
S 3.2282 -0.0004 0.5176
H 3.6421 -0.0002 -4.4124
H 1.1476 0.0002 -4.6444
H -0.2221 0.0003 -2.5564